A single C23H23N3O3 molecule. Source: OMol25; level of theory: ωB97M-V/def2-TZVPD.

XYZ file:
```
52
Properties=species:S:1:pos:R:3:nbo_charge:R:1
O 3.424 1.453 -0.803 -0.53
O 0.311 -0.322 2.557 -0.62
O -4.401 2.292 -0.810 -0.66
N -3.684 -0.609 -0.790 -0.32
N 1.401 1.195 1.284 -0.61
N -2.462 2.671 0.320 -0.39
C 2.719 0.813 1.752 -0.25
C -0.945 0.929 0.958 -0.20
C -2.999 0.449 -0.254 0.05
C 4.424 -2.100 -0.881 -0.19
C -2.759 4.087 0.354 -0.42
C 3.691 0.152 -0.467 0.38
C 3.926 1.984 -2.012 -0.06
C 4.064 -2.469 0.400 -0.24
C 5.430 2.236 -1.966 -0.64
C -1.824 -0.008 0.355 0.01
C -3.385 1.832 -0.296 0.62
C -4.939 -0.555 -1.488 -0.42
C 4.241 -0.798 -1.318 -0.32
C -2.352 -4.036 -0.549 -0.19
C -1.309 2.238 0.905 0.04
C -2.969 -1.748 -0.548 0.15
C 3.339 -0.216 0.841 -0.10
C -3.257 -3.062 -0.908 -0.25
C 0.297 0.510 1.674 0.67
C -1.184 -3.724 0.153 -0.25
C -1.789 -1.422 0.167 -0.05
C -0.891 -2.430 0.518 -0.18
C 3.520 -1.523 1.253 -0.17
H 0.003 -2.196 1.074 0.23
H 2.596 0.400 2.755 0.24
H -1.982 4.654 -0.161 0.20
H -2.547 -5.065 -0.814 0.21
H 1.379 1.726 0.427 0.41
H -3.712 4.233 -0.154 0.26
H 4.203 -3.486 0.734 0.22
H -2.839 4.436 1.384 0.20
H -5.270 0.481 -1.524 0.27
H 5.667 2.907 -1.144 0.21
H 5.974 1.307 -1.819 0.22
H 3.342 1.710 1.790 0.21
H -0.503 -4.520 0.416 0.21
H 3.664 1.338 -2.859 0.17
H -4.158 -3.308 -1.448 0.22
H -0.704 3.011 1.356 0.21
H 3.394 2.933 -2.130 0.19
H 4.523 -0.544 -2.328 0.22
H -5.687 -1.158 -0.968 0.20
H 4.850 -2.826 -1.558 0.21
H -4.824 -0.935 -2.505 0.20
H 3.227 -1.800 2.255 0.22
H 5.753 2.693 -2.898 0.22
```

E_tot ... -1280.2959 Eh
2S+1 ... 1
E_LUMO ... 0.53 eV
Net charge ... 0
Largest force on an atom ... 0.87 eV/A
Structure (SMILES) ... CCOc1ccccc1CNC(=O)c1cn(C)c(=O)c2c1c1ccccc1n2C
Frontier orbital gap ... 8.0 eV
ΔE to the lowest compared entry with this formula, charge and spin ... 0.0 kcal per mole